1.
Density functional theory data (ωB97M-V with the def2-TZVPD basis set) for a 2-piece molecular cluster, C25H24Cl2N overall at a distorted geometry.

XYZ file:
```
52
Properties=species:S:1:pos:R:3:nbo_charge:R:1
Cl 7.30 3.32 -1.80 0.094
Cl -5.56 3.32 -1.82 0.092
N 0.52 -0.88 2.15 -0.632
C -0.35 0.49 -1.68 0.081
C -2.44 -4.26 -0.25 -0.214
C 0.87 1.13 -1.74 -0.327
C 4.54 0.46 -1.76 -0.121
C -1.66 2.58 -1.73 -0.059
C -1.18 -4.38 0.31 -0.219
C -2.70 -2.14 0.79 -0.226
C -0.69 -3.37 1.12 -0.160
C 5.75 1.11 -1.79 -0.240
C -1.44 -2.23 1.36 -0.047
C -2.87 3.23 -1.77 -0.262
C -1.25 -1.34 3.75 -0.405
C -2.80 0.45 -1.74 -0.087
C 3.41 2.59 -1.77 -0.136
C -4.05 2.50 -1.79 0.056
C 2.09 0.50 -1.70 0.053
C -4.01 1.11 -1.79 -0.252
C 0.92 -0.22 3.41 -0.220
C -1.59 1.18 -1.72 -0.183
C -0.94 -1.12 2.24 -0.069
C -3.20 -3.14 -0.01 -0.219
C -0.03 -0.75 4.50 -0.417
C 3.33 1.18 -1.75 -0.079
C 4.61 3.23 -1.79 -0.228
C 5.79 2.50 -1.80 0.039
H -0.36 -0.58 -1.61 0.232
H 0.86 2.20 -1.87 0.209
H -2.91 4.31 -1.77 0.246
H 2.51 3.17 -1.75 0.216
H 2.09 -0.58 -1.64 0.224
H 4.65 4.31 -1.80 0.246
H -1.44 -0.19 1.91 0.163
H -0.77 3.17 -1.70 0.208
H -4.93 0.56 -1.82 0.248
H 1.97 -0.43 3.63 0.201
H 0.76 -0.35 1.31 0.351
H -0.59 -5.27 0.13 0.219
H 0.82 0.86 3.30 0.163
H -3.30 -1.26 0.99 0.206
H -4.18 -3.05 -0.44 0.214
H 0.46 -1.52 5.10 0.218
H 0.29 -3.46 1.56 0.221
H -1.36 -2.41 3.94 0.219
H 4.51 -0.62 -1.76 0.232
H -0.34 0.05 5.19 0.219
H -2.83 -5.05 -0.87 0.220
H 6.67 0.56 -1.80 0.249
H -2.19 -0.85 4.03 0.220
H -2.77 -0.62 -1.73 0.242
```

Computed properties:
- HOMO level: -11.0 eV
- Gap between HOMO and LUMO: 5.131 eV
- Energy relative to the best compared isomer or geometry (same formula, charge and spin): 11.7 kJ/mol
- Net charge: +1
- E_LUMO: -5.83 eV

=====

2.
Density functional theory data (ωB97M-V with the def2-TZVPD basis set) for one molecule with the formula C4H7NO.

XYZ file:
```
13
Properties=species:S:1:pos:R:3:nbo_charge:R:1
O 2.75 -1.57 -0.26 -0.603
N 1.11 -0.12 0.37 -0.621
C 1.74 -0.95 -0.51 0.533
C -1.29 0.49 0.84 -0.419
C -1.21 0.05 -0.59 -0.421
C -0.02 0.70 0.06 -0.072
H -1.88 1.36 1.10 0.220
H -1.16 -1.02 -0.78 0.224
H 0.20 1.72 -0.24 0.201
H 1.21 -1.01 -1.48 0.108
H -1.75 0.62 -1.34 0.224
H -1.26 -0.29 1.60 0.224
H 1.59 0.03 1.25 0.402
```

Computed properties:
- SMILES string: O=CNC1CC1
- HOMO level: -9.7 eV
- Gap between HOMO and LUMO: 10.747 eV
- Energy relative to the best compared isomer or geometry (same formula, charge and spin): 119.4 kJ/mol
- E_LUMO: 1.04 eV

=====

3.
Density functional theory data (ωB97M-V with the def2-TZVPD basis set) for C4H10O as an isolated structure at a distorted geometry.

XYZ file:
```
15
Properties=species:S:1:pos:R:3:nbo_charge:R:1
O 2.62 -0.81 -0.05 -0.718
C -0.85 0.31 0.33 -0.285
C 0.28 -0.60 0.00 -0.439
C -2.23 -0.11 -0.12 -0.763
C 1.59 0.15 0.06 -0.050
H 0.30 -1.44 0.70 0.222
H -2.34 -0.92 -0.85 0.218
H -1.75 0.86 -0.62 0.328
H -0.88 0.76 1.31 0.225
H -0.52 1.48 -0.41 0.047
H 3.46 -0.35 -0.12 0.468
H 1.65 0.71 1.01 0.153
H 1.64 0.89 -0.75 0.162
H 0.14 -1.04 -1.00 0.210
H -3.10 0.11 0.50 0.221
```

Computed properties:
- HOMO level: -8.5 eV
- Gap between HOMO and LUMO: 9.379 eV
- Energy relative to the best compared isomer or geometry (same formula, charge and spin): 380.0 kJ/mol
- E_LUMO: 0.91 eV

=====

4.
Density functional theory data (ωB97M-V with the def2-TZVPD basis set) for a 2-piece molecular cluster, C4H14N2O overall at a distorted geometry.

XYZ file:
```
21
Properties=species:S:1:pos:R:3:lowdin_spin:R:1
O -1.61 -1.94 -1.84 0.000
N -0.15 -1.91 0.96 0.001
N 1.84 2.07 0.40 0.745
C -0.51 -0.60 1.53 0.000
C 0.20 0.52 -0.69 0.011
C 1.11 1.75 -0.80 0.114
C -0.76 0.53 0.53 0.006
H -0.84 -2.63 1.19 0.000
H -1.01 -2.57 -2.24 0.000
H 0.42 -0.25 2.03 0.000
H -1.17 -0.67 2.38 0.000
H -0.30 0.53 -1.65 0.001
H -1.77 0.50 0.10 0.000
H 0.70 -2.20 1.38 0.000
H 1.82 1.48 1.25 0.016
H 0.47 2.65 -0.89 0.041
H -1.19 -1.61 -1.03 0.000
H 0.84 -0.35 -0.64 0.003
H 1.77 1.64 -1.67 0.046
H 2.09 3.05 0.55 0.014
H -0.73 1.54 0.96 0.002
```

Computed properties:
- Multiplicity: 2
- HOMO level (spin up / spin down): -13.5 / -13.5 eV
- Gap between HOMO and LUMO (spin up / spin down): 9.833 / 4.977 eV
- Energy relative to the best compared isomer or geometry (same formula, charge and spin): 104.2 kJ/mol
- Net charge: +1
- E_LUMO (spin up / spin down): -3.63 / -8.48 eV

=====

5.
Density functional theory data (ωB97M-V with the def2-TZVPD basis set) for C14H24Br2FN2O4PS2V as an isolated structure at a distorted geometry.

XYZ file:
```
51
Properties=species:S:1:pos:R:3:mulliken_charge:R:1
Br -2.34 -1.43 -2.85 -0.079
Br -2.37 -1.81 0.68 -0.018
V 3.16 -4.74 -5.33 1.859
S -0.46 1.82 -1.54 -0.269
S 0.86 -2.66 -3.15 -0.421
P 0.93 -0.74 -2.55 0.082
F 3.09 -1.70 -0.85 -0.358
O 2.23 -5.69 -4.46 -0.503
O 1.59 0.41 -0.34 -0.383
O 4.29 -5.00 -6.39 -0.575
O 2.11 0.97 1.76 -0.537
N 0.77 3.39 0.97 -0.281
N -2.47 -0.13 3.87 -0.727
C -1.97 0.58 2.96 -0.063
C 2.80 -2.69 1.27 -1.605
C -3.03 -0.21 -1.52 0.009
C -2.17 -0.10 -0.26 -0.914
C -3.57 1.09 -2.12 -1.446
C -0.71 0.42 -0.32 2.465
C -0.27 1.08 1.06 1.549
C -0.45 2.60 1.27 -1.973
C 1.23 4.10 2.18 -1.055
C 0.77 -1.79 0.03 -1.112
C 1.27 0.86 0.92 -0.206
C -0.56 0.39 2.41 -1.548
C 2.18 -2.42 -0.08 0.234
C 0.51 -0.50 -0.73 -0.449
H -2.72 0.60 0.37 0.551
H 1.45 3.36 2.95 0.349
H 3.10 -1.78 1.78 0.339
H -0.66 2.77 2.32 0.704
H -2.92 1.40 -2.94 0.389
H 0.10 0.87 3.14 0.684
H 2.24 -0.30 -2.75 0.160
H -3.49 1.90 -1.38 0.347
H 0.45 4.74 2.59 0.373
H 0.05 -2.54 -0.30 0.740
H -1.52 2.60 -1.32 0.241
H 0.09 -0.04 -3.41 0.286
H -1.32 3.01 0.76 0.348
H 0.54 -1.65 1.08 -0.128
H -2.60 1.36 2.51 0.391
H 2.10 4.71 1.95 0.321
H 3.72 -3.25 1.07 0.449
H -3.94 -0.71 -1.16 0.628
H 2.18 -3.35 1.87 0.374
H 2.07 -3.39 -0.56 0.422
H -0.35 -0.67 2.46 0.322
H 0.43 4.13 0.36 0.368
H -4.60 0.98 -2.45 0.390
H -1.79 -0.83 4.17 0.277
```

Computed properties:
- HOMO level: -11.6 eV
- Gap between HOMO and LUMO: 4.070 eV
- Net charge: +1
- E_LUMO: -7.55 eV

=====

6.
Density functional theory data (ωB97M-V with the def2-TZVPD basis set) for one molecule with the formula C14H10F3NO3S.

XYZ file:
```
32
Properties=species:S:1:pos:R:3:nbo_charge:R:1
S 2.59 -2.69 0.73 0.437
F -1.98 4.80 -4.51 -0.302
F -1.33 2.16 -4.91 -0.289
F -0.59 0.63 -2.78 -0.318
O -1.30 -1.60 2.36 -0.571
O 0.20 -0.52 1.09 -0.534
O -0.56 2.94 1.57 -0.593
N -0.45 1.61 -0.28 -0.604
C -1.56 4.58 -2.20 -0.262
C -0.35 1.88 1.05 0.663
C 0.09 0.66 1.87 -0.183
C 1.16 -4.47 1.90 -0.242
C -1.28 2.70 -3.68 0.265
C -0.84 2.46 -1.30 0.070
C -0.54 -1.59 1.44 0.815
C -0.90 1.93 -2.60 0.346
C 2.50 -4.76 2.25 -0.254
C -0.21 -2.77 0.55 -0.528
C 1.04 -3.39 1.08 -0.202
C -1.61 4.03 -3.47 0.323
C -1.18 3.80 -1.12 -0.216
C 3.38 -3.89 1.69 -0.406
H -0.64 0.50 2.68 0.249
H 1.06 0.88 2.31 0.221
H 4.45 -3.87 1.78 0.237
H -1.14 4.21 -0.13 0.265
H 2.79 -5.57 2.88 0.227
H -0.05 -2.42 -0.47 0.240
H 0.32 -5.04 2.25 0.226
H -0.21 0.66 -0.56 0.428
H -1.03 -3.48 0.59 0.251
H -1.82 5.61 -2.06 0.238
```

Computed properties:
- SMILES string: O=C(COC(=O)Cc1cccs1)Nc1ccc(F)c(F)c1F
- HOMO level: -9.0 eV
- Gap between HOMO and LUMO: 9.393 eV
- E_LUMO: 0.40 eV